DFT (ωB97M-V/def2-TZVPD) results for 3 unconnected molecules or ions with the total composition C32H54BClN5O5P at a distorted geometry.

Summary:
**<S²>**: 2.008
**Spin multiplicity**: 3
**Calculated total energy**: -74234.20837 eV
**Gap between HOMO and LUMO (spin up / spin down)**: 0.2990 / 0.2996 hartree
**HOMO energy (spin up / spin down)**: -8.55 / -8.57 eV

Element x y z (Å)
C 3.738688 4.349777 0.076313
C 2.390478 3.997291 -0.552003
N 1.749722 2.988804 -0.002949
C 0.568940 2.743848 -0.634865
C -0.240656 1.675233 -0.141880
C 0.208433 0.877061 1.078056
C 1.036950 -0.364540 0.727105
O 1.927341 -0.706438 1.483198
C -1.419988 1.353039 -0.717339
C -1.919880 2.093095 -1.855771
B -3.348044 1.659009 -2.427207
O -3.448157 0.661326 -3.356496
N -4.563205 2.376867 -1.959265
C -4.365683 2.917023 -0.599283
C -4.802718 3.563010 -2.816623
C -1.162182 3.104911 -2.358080
C -1.593623 3.925105 -3.565059
C 0.091685 3.448911 -1.749139
N 0.784835 4.490544 -2.276260
C 1.920322 4.758391 -1.660956
P 2.881989 6.217715 -2.325598
O 4.258059 5.573703 -2.991188
Cl 1.703414 6.927958 -3.905584
H 4.453919 3.534169 -0.069298
H 4.151512 5.293289 -0.299832
H 3.551495 4.503443 1.148947
H 0.819757 1.477662 1.759770
H -0.672960 0.527660 1.639040
H 0.857565 -1.013117 -0.157644
H -2.027515 0.540203 -0.317026
H -4.263517 0.159894 -3.227782
H -5.355303 3.195879 -0.201729
H -3.721667 3.811781 -0.561438
H -3.948142 2.178295 0.096420
H -4.093550 4.381139 -2.609973
H -4.710301 3.294478 -3.878284
H -5.808046 3.948367 -2.593318
H -0.736303 3.941408 -4.257290
H -2.429966 3.478079 -4.106641
H -1.759352 4.977539 -3.299495
H 4.417607 6.012311 -3.839529
C -3.611212 -0.328020 6.744671
C -3.222318 -1.522765 5.827898
C -2.808745 -2.748192 6.661345
C -1.386496 -2.706054 7.210964
C -0.397611 -2.379273 6.096906
C -0.753563 -1.080714 5.370269
N -2.163903 -1.084548 4.869417
O -2.217565 -1.853035 3.817173
C -0.506901 0.099816 6.331801
C 0.241441 -0.850405 4.232562
C -4.533164 -1.895957 5.126974
H -2.928548 0.514339 6.672221
H -4.580064 0.088326 6.465190
H -3.669796 -0.620105 7.794580
H -2.896930 -3.648389 6.043600
H -3.510471 -2.884352 7.487205
H -1.312193 -1.980426 8.026135
H -1.136358 -3.675695 7.647899
H 0.610640 -2.308123 6.511332
H -0.374991 -3.211717 5.385937
H -0.792941 1.047526 5.871262
H 0.552412 0.164452 6.583372
H -1.032207 0.007754 7.280992
H 0.280401 -1.686165 3.535964
H 1.250497 -0.724991 4.624541
H -0.007430 0.050090 3.673588
H -4.865564 -1.100483 4.457446
H -5.314458 -2.058095 5.870830
H -4.448485 -2.815201 4.547795
C 4.413256 -1.412976 -4.291075
C 3.536189 -2.046340 -3.173497
C 4.020931 -3.464208 -2.825857
C 3.575646 -4.555080 -3.793906
C 2.070085 -4.477133 -4.022420
C 1.628066 -3.092364 -4.500943
N 2.101350 -2.004802 -3.590024
O 1.363239 -2.027512 -2.517706
C 2.149731 -2.883261 -5.937166
C 0.105299 -3.072400 -4.649926
C 3.816825 -1.176895 -1.941511
H 3.878856 -1.252521 -5.223658
H 4.760408 -0.418449 -4.007593
H 5.294382 -2.018056 -4.511821
H 3.651759 -3.735511 -1.830963
H 5.110414 -3.471422 -2.750818
H 4.120243 -4.474462 -4.739191
H 3.831758 -5.534045 -3.382020
H 1.770743 -5.234410 -4.750976
H 1.555370 -4.732865 -3.090360
H 1.898196 -1.886665 -6.304876
H 1.691817 -3.607027 -6.612778
H 3.224544 -3.023938 -6.036000
H -0.406965 -3.345972 -3.728141
H -0.207906 -3.788452 -5.410297
H -0.246272 -2.085465 -4.957523
H 3.440255 -0.160859 -2.078776
H 4.892617 -1.116786 -1.771646
H 3.373737 -1.583841 -1.032424

Force components x, y, z for each atom (eV/Å):
-0.692 0.214 0.189
1.746 0.474 0.725
-0.585 1.046 -1.439
-0.613 -1.185 0.505
0.300 -0.733 1.347
0.087 -0.040 -0.649
0.906 -0.235 1.200
-0.426 0.130 -0.584
-0.543 0.665 -1.058
-0.047 -1.098 0.263
-0.122 0.768 0.022
0.217 -0.241 0.612
1.410 0.479 0.310
-0.749 -0.171 0.490
-0.498 -0.326 -0.183
-0.279 0.595 -0.449
1.067 -0.211 -0.108
-0.397 0.376 -0.343
0.498 -0.427 0.810
-0.266 -0.360 -1.483
0.214 1.170 1.215
-1.025 -0.197 -0.435
0.423 -0.780 0.190
-0.111 0.202 0.061
0.004 -0.305 -0.065
0.261 -0.233 -0.226
-0.097 -0.180 -0.189
0.161 0.020 -0.264
-0.411 0.604 -0.042
0.220 0.123 0.003
-0.208 0.357 -0.426
0.294 0.031 -0.051
-0.051 -0.225 -0.136
-0.107 0.049 -0.276
-0.062 -0.247 -0.013
-0.292 0.104 0.260
0.175 -0.093 -0.285
-0.333 0.082 0.072
0.008 0.176 0.275
-0.224 -0.301 -0.086
0.191 -0.132 0.064
0.220 0.346 0.097
-1.362 0.975 1.292
0.563 -0.357 -0.054
-0.025 0.064 0.001
-0.373 -0.424 0.135
1.335 1.354 0.824
0.327 -2.741 -0.585
-0.158 0.807 -0.269
-0.261 0.077 0.288
-0.322 -0.348 -0.470
0.240 -0.222 -0.708
0.109 -0.119 0.017
-0.042 -0.187 -0.025
0.019 -0.019 -0.019
-0.003 0.123 -0.148
-0.135 0.158 -0.119
0.020 0.039 -0.050
-0.038 0.018 0.011
0.011 0.197 -0.113
-0.092 0.101 -0.104
-0.030 -0.037 -0.023
0.019 -0.112 -0.155
-0.054 0.024 -0.052
-0.134 0.045 -0.009
-0.095 0.018 0.174
-0.027 0.013 0.032
0.052 0.004 0.017
0.142 0.110 0.154
0.098 0.086 -0.060
-0.088 0.044 -0.415
1.825 0.993 -0.640
-0.381 -0.564 0.033
0.021 0.059 -0.041
0.343 -0.113 0.428
-0.270 -0.291 -2.016
-0.407 -1.761 2.153
-0.252 0.721 -0.330
0.363 0.095 -0.069
-0.246 0.263 0.572
-0.740 -0.018 0.360
-0.044 -0.149 0.026
0.016 -0.086 0.174
-0.026 -0.016 0.014
-0.117 0.150 -0.023
-0.022 0.240 0.001
-0.058 0.033 -0.019
0.028 0.029 -0.001
-0.108 0.169 -0.104
-0.027 0.170 0.020
0.005 0.006 0.055
-0.119 -0.022 0.142
-0.010 0.069 0.038
0.092 0.127 0.054
0.215 -0.010 -0.050
0.030 0.002 0.055
-0.015 -0.031 -0.037
0.025 -0.080 -0.215
-0.086 0.034 -0.068

DFT (ωB97M-V/def2-TZVPD) results for a molecular structure, C22H50NPPbSi4 at a distorted geometry.

Summary:
**Calculated total energy**: -71161.67211 eV
**Gap between HOMO and LUMO**: 0.2260 hartree
**ΔE to the lowest compared entry with this formula, charge and spin**: 0.447 eV
**HOMO energy**: -6.23 eV

Element x y z (Å)
C -1.945551 0.901590 -4.819544
C -1.633087 -0.277949 -4.137177
C -0.899664 -0.281152 -2.923388
C -0.523352 0.951593 -2.361797
C -0.684342 2.105454 -3.151713
C -1.460892 2.107039 -4.317561
C -0.656997 -1.636973 -2.309465
C 0.575481 -2.526929 -2.786363
N 1.912741 -2.018914 -2.939033
Pb 0.236844 1.430547 -0.087082
C -0.029495 3.405829 -2.745562
P 1.632804 3.103922 -1.985928
H -2.016727 -1.228749 -4.523118
H -1.653642 3.050946 -4.843201
H -2.526939 0.860622 -5.749200
H -0.696447 3.917558 -2.031035
H 0.146466 4.044713 -3.623230
H -0.605822 -1.580925 -1.199287
H -1.557417 -2.240578 -2.596198
H 0.639406 -3.375364 -2.073739
C 2.107963 4.745931 -1.392028
C 2.576954 2.795681 -3.527581
H 0.316859 -3.000864 -3.757514
C 2.219103 -1.017653 -3.924015
C 2.877157 -2.251299 -1.885131
H 2.684898 3.408409 1.307565
H 2.736130 -1.494237 -4.776462
H 1.322797 -0.519674 -4.302467
H 2.911191 -0.284424 -3.493303
H 3.563530 -3.093491 -2.144898
H 3.512143 -1.356268 -1.773633
H 2.398400 -2.502912 -0.922211
H 2.606770 3.712846 -4.137668
H 3.602452 2.482554 -3.288285
H 2.114584 1.970834 -4.096040
H 2.244869 5.448303 -2.227411
H 1.350559 5.084300 -0.670395
H 3.062735 4.642681 -0.869326
H 3.265097 2.964231 1.361661
C 2.674635 -0.500966 3.097058
Si 0.927124 0.050744 3.513046
C 0.380986 -0.742003 5.127134
C 0.763501 1.918565 3.670192
Si -0.421814 -0.659986 1.763150
Si -0.814573 -2.922471 2.028597
C -1.866223 -3.085476 3.590802
C -1.782746 -3.606541 0.561264
C 0.853386 -3.788202 2.214210
Si -2.448901 0.510926 1.828329
C -2.985163 0.572684 3.640946
C -2.350740 2.293074 1.144182
C -3.737530 -0.397373 0.805456
H 3.340262 -0.133782 3.893065
H 3.003385 -0.073771 2.138966
H 2.764565 -1.593859 3.038509
H 0.982678 -0.304861 5.938200
H -0.678920 -0.566048 5.354575
H 0.561600 -1.824708 5.119351
H 1.628651 2.383521 3.183029
H -0.151146 2.342428 3.229385
H 0.782815 2.191796 4.736395
H -2.812557 -2.533380 3.508618
H -2.115375 -4.148396 3.738463
H -1.351506 -2.734490 4.493782
H -1.129217 -3.732998 -0.312449
H -2.199734 -4.595544 0.810370
H -2.617891 -2.957333 0.266183
H 1.429640 -3.714410 1.279385
H 1.472448 -3.365194 3.017996
H 0.705764 -4.859088 2.429052
H -2.252422 1.070292 4.290070
H -3.914914 1.159104 3.679054
H -3.198357 -0.415430 4.070326
H -2.177292 2.380187 0.050119
H -3.337429 2.753792 1.320926
H -1.595139 2.881206 1.687350
H -3.407398 -0.546718 -0.232468
H -4.005357 -1.375329 1.228866
H -4.646628 0.222824 0.781257

Force components x, y, z for each atom (eV/Å):
0.110 -0.343 0.208
0.034 0.173 0.053
-0.669 0.225 -0.602
0.642 -0.250 0.315
-0.391 0.031 -0.176
0.348 -0.141 -0.192
0.046 -0.736 0.418
-0.396 -0.456 -0.596
-0.495 0.407 1.209
-0.192 -0.596 -0.352
-0.114 0.172 0.401
-0.124 -0.982 -0.476
0.253 0.277 0.061
0.155 -0.394 0.162
0.191 0.071 0.480
0.396 0.175 -0.136
-0.317 0.006 0.242
-0.108 0.184 -0.674
0.724 0.187 0.552
-0.141 0.430 -0.326
0.371 0.235 -0.200
0.361 0.248 -0.167
-0.264 0.263 0.332
0.327 -0.568 -0.278
0.346 -0.263 -0.376
-0.279 0.210 -0.030
-0.042 0.335 -0.071
0.099 -0.006 0.134
-0.193 0.136 -0.135
-0.251 0.369 0.234
-0.186 -0.243 0.264
0.127 0.266 -0.361
0.043 -0.345 -0.005
-0.223 0.171 -0.059
0.014 0.409 0.297
-0.232 0.021 0.352
0.232 0.048 -0.291
-0.093 0.141 -0.011
0.335 -0.211 0.025
0.278 0.334 0.332
-0.845 -0.433 -0.520
0.286 0.050 0.344
0.284 0.279 0.262
0.469 0.573 -0.932
-0.115 0.428 -0.094
-0.061 -0.455 0.099
-0.008 -0.407 0.004
-0.024 -0.383 -0.017
0.371 -0.543 0.272
-0.460 0.425 -0.064
-0.430 0.103 0.152
-0.333 0.148 -0.049
0.102 -0.176 -0.233
-0.068 -0.105 0.230
-0.053 0.306 0.022
-0.151 -0.165 0.000
0.256 -0.011 -0.109
-0.032 0.212 0.034
-0.193 0.111 0.098
0.300 -0.255 0.146
0.037 0.067 -0.254
0.235 -0.137 -0.085
-0.014 0.204 0.060
-0.102 -0.071 -0.268
-0.145 0.042 0.167
0.089 0.198 -0.099
0.254 -0.115 0.117
-0.166 0.015 0.216
-0.268 -0.091 -0.166
0.101 0.240 -0.038
-0.093 -0.078 -0.216
0.056 -0.071 0.223
0.117 0.197 -0.236
-0.157 -0.085 0.550
0.219 -0.047 0.003
-0.325 -0.037 -0.281
-0.024 0.042 0.230
0.098 0.245 -0.062
0.073 -0.214 -0.063